[1]
Computed, not measured: a single C2H6N4 molecule, with ωB97M-V/def2-TZVPD.

Geometry (Å):
C  1.285  -0.869  -0.064
C  0.064  -1.090  -0.558
N  1.385  0.430  0.452
N  0.247  1.179  -0.171
N  -0.646  0.180  -0.616
N  -1.876  0.024  0.152
H  1.901  -1.635  0.101
H  -0.437  -1.887  -1.128
H  2.187  0.923  0.138
H  -0.251  1.729  0.598
H  -1.638  0.062  1.122
H  -2.222  0.954  -0.027

Properties
- SMILES string = NN1C=CNN1
- relative energy (zero: lowest compared OMol25 entry of this formula, charge and spin) (kcal per mole) = 107.28
- LUMO level (eV) = 1.105
- E_HOMO (eV) = -7.3460
- 2S+1 = 1

=====

[2]
Computed, not measured: a single C5H9NO molecule, with ωB97M-V/def2-TZVPD.

Geometry (Å):
C  1.994  0.393  -0.105
C  0.554  -0.008  -0.007
C  0.222  -0.830  1.207
C  -2.076  0.631  0.032
N  -1.592  -0.037  -0.973
C  -0.156  0.010  -1.221
O  0.249  0.111  -2.381
H  2.659  -0.475  -0.194
H  2.327  0.933  0.791
H  2.160  1.023  -0.978
H  0.973  -1.628  1.314
H  -0.763  -1.306  1.161
H  0.271  -0.241  2.129
H  -3.046  0.423  0.460
H  -1.567  1.498  0.401
H  -2.210  -0.495  -1.637

Properties
- relative energy (zero: lowest compared OMol25 entry of this formula, charge and spin) (kcal per mole) = 77.50
- LUMO level (spin up / spin down) (eV) = -0.725 / 0.054
- E_HOMO (spin up / spin down) (eV) = -6.8785 / -7.6606
- 2S+1 = 1

=====

[3]
Computed, not measured: a molecular structure, C10H19BF4MnN5OPS, with ωB97M-V/def2-TZVPD.

Geometry (Å):
Mn  0.166  0.334  0.681
N  0.300  -3.648  1.433
C  0.504  -2.342  1.325
O  0.124  -1.712  0.314
C  1.181  -1.605  2.452
C  1.640  -0.251  1.970
H  -0.182  -4.141  0.700
H  0.610  -4.156  2.242
H  2.021  -2.198  2.831
H  0.456  -1.517  3.263
H  2.452  -0.269  1.240
H  1.797  0.508  2.730
F  1.543  3.350  -1.358
B  1.548  2.610  -0.200
F  1.561  1.161  -0.591
F  2.569  2.844  0.650
F  0.272  2.685  0.450
C  -3.289  1.725  -3.750
N  -2.210  2.669  -3.202
C  -2.885  3.661  -2.225
N  -3.604  2.971  -1.218
C  -4.591  2.072  -1.806
N  -3.980  1.078  -2.690
C  -3.153  0.107  -1.960
P  -1.757  0.942  -1.086
C  -1.108  1.898  -2.520
C  -2.725  2.278  -0.265
H  -2.781  1.016  -4.404
H  -3.968  2.349  -4.331
H  -1.810  3.205  -3.972
H  -3.548  4.266  -2.843
H  -2.082  4.270  -1.811
H  -5.303  2.659  -2.388
H  -5.127  1.562  -1.008
H  -2.765  -0.649  -2.643
H  -3.776  -0.407  -1.227
H  -0.676  1.217  -3.256
H  -0.334  2.603  -2.216
H  -2.040  2.978  0.213
H  -3.331  1.828  0.524
S  -2.980  0.917  4.129
C  -1.918  0.659  2.971
N  -1.152  0.454  2.092

Properties
- relative energy (zero: lowest compared OMol25 entry of this formula, charge and spin) (kcal per mole) = 7.57
- LUMO level (spin up / spin down) (eV) = -3.624 / -2.842
- total charge = +1
- E_HOMO (spin up / spin down) (eV) = -10.8311 / -10.9196
- 2S+1 = 5

=====

[4]
Computed, not measured: 2 unconnected molecules or ions with the total composition C7H19NO, with ωB97M-V/def2-TZVPD.

Geometry (Å):
C  0.510  0.336  -1.038
C  -0.569  0.982  0.145
C  1.137  1.499  -1.816
C  -0.253  -0.567  -2.009
C  1.623  -0.449  -0.354
C  -0.494  0.748  1.657
C  -2.032  1.077  -0.307
H  -0.231  2.028  0.079
H  1.271  -1.068  0.474
H  0.385  2.132  -2.297
H  1.744  2.138  -1.165
H  1.810  1.129  -2.600
H  -0.957  -0.004  -2.629
H  -0.810  -1.334  -1.459
H  0.438  -1.060  -2.706
H  2.125  -1.174  -1.003
H  2.403  0.149  0.132
H  -1.007  1.557  2.191
H  -1.091  -0.130  1.912
H  0.543  0.719  2.000
H  -2.520  0.100  -0.236
H  -2.589  1.810  0.288
H  -2.127  1.444  -1.333
N  -0.159  -2.690  2.019
O  0.594  -1.982  3.048
H  0.118  -2.104  3.890
H  0.533  -3.420  1.816
H  -0.394  -1.866  1.297

Properties
- SMILES string = CC(C)C(C)(C)C.NO
- relative energy (zero: lowest compared OMol25 entry of this formula, charge and spin) (kcal per mole) = 68.23
- LUMO level (eV) = 0.870
- E_HOMO (eV) = -9.7206
- 2S+1 = 1

=====

[5]
Computed, not measured: a molecular structure, C2H4N2O3, with ωB97M-V/def2-TZVPD.

Geometry (Å):
C  -0.760  -0.648  -0.335
C  0.992  0.819  -0.049
H  -3.704  0.076  0.007
H  -0.069  -1.407  -0.419
H  1.347  1.958  -0.702
H  3.530  -1.177  1.032
N  -2.003  -0.831  -0.120
N  1.628  -0.268  0.183
O  -2.746  0.384  0.347
O  -0.327  0.699  -0.090
O  3.089  -0.180  -0.013

Properties
- relative energy (zero: lowest compared OMol25 entry of this formula, charge and spin) (kcal per mole) = 224.08
- LUMO level (eV) = -0.804
- E_HOMO (eV) = -9.6139
- 2S+1 = 1

=====

[6]
Computed, not measured: a single C2H4ClF molecule, with ωB97M-V/def2-TZVPD.

Geometry (Å):
C  0.802  -0.178  -0.341
C  -0.575  0.178  0.479
F  -0.689  1.460  0.698
Cl  -2.116  -0.383  -0.401
H  0.666  -1.104  -0.806
H  1.699  -0.135  0.220
H  0.793  0.608  -1.241
H  -0.580  -0.447  1.392

Properties
- SMILES string = C[C@@H](F)Cl
- relative energy (zero: lowest compared OMol25 entry of this formula, charge and spin) (kcal per mole) = 15.12
- LUMO level (eV) = 1.038
- E_HOMO (eV) = -10.8962
- 2S+1 = 1

=====

[7]
Computed, not measured: 6 unconnected molecules or ions with the total composition C9H31O6, with ωB97M-V/def2-TZVPD.

Geometry (Å):
O  -0.320  0.244  -0.306
H  -1.195  -0.234  0.015
H  0.336  0.549  0.474
H  0.268  -0.365  -0.813
C  2.824  1.253  -0.808
O  2.707  0.129  0.132
H  2.349  2.246  -0.643
H  2.550  0.980  -1.938
H  3.817  1.474  -0.545
H  3.386  0.121  0.526
C  0.197  -2.936  0.778
O  -1.021  -2.147  0.710
H  0.518  -3.394  1.739
H  0.940  -2.441  0.320
H  -0.053  -3.712  0.154
H  -1.522  -2.459  1.451
C  -3.695  0.188  1.539
O  -2.981  0.037  0.323
H  -4.555  0.844  1.491
H  -2.948  0.289  2.269
H  -3.930  -0.790  1.444
H  -3.746  0.266  -0.421
C  1.706  2.114  3.252
C  0.386  1.384  3.309
C  -0.743  2.396  3.008
O  0.388  0.321  2.417
H  1.937  2.893  3.879
H  1.955  2.336  2.260
H  2.539  1.369  3.673
H  0.333  1.038  4.335
H  -0.726  2.531  2.018
H  -0.680  3.391  3.418
H  -1.825  2.117  3.224
H  0.729  -0.499  2.842
C  -1.125  -1.433  -3.153
C  0.356  -1.189  -3.620
C  0.446  -0.283  -4.728
O  0.937  -0.870  -2.523
H  -1.723  -1.564  -4.115
H  -1.563  -0.595  -2.810
H  -1.244  -2.244  -2.564
H  0.719  -2.192  -3.932
H  -0.130  -0.630  -5.627
H  1.444  -0.334  -5.131
H  0.034  0.692  -4.501
H  1.947  -0.900  -2.801

Properties
- relative energy (zero: lowest compared OMol25 entry of this formula, charge and spin) (kcal per mole) = 180.77
- LUMO level (eV) = -2.272
- total charge = +1
- E_HOMO (eV) = -13.3723
- 2S+1 = 1

=====

[8]
Computed, not measured: a molecular structure, C20H34BCl36O3P2S, with ωB97M-V/def2-TZVPD.

Geometry (Å):
C  2.946  4.181  -1.132
C  2.751  2.778  -0.520
O  1.339  2.433  -0.670
B  1.046  1.235  -0.152
O  1.785  0.655  0.847
P  -0.475  0.357  -0.985
O  -1.788  1.216  -1.068
C  -2.269  1.722  0.214
C  -3.540  2.611  0.043
C  -3.272  3.962  0.739
C  -4.015  2.711  -1.428
C  -4.866  1.435  -1.722
C  -4.964  3.914  -1.655
P  0.110  0.006  -3.108
S  -1.363  0.707  -4.171
H  2.152  4.327  -1.874
H  2.784  4.956  -0.376
H  3.928  4.291  -1.595
H  3.030  2.855  0.532
H  3.398  2.083  -1.063
H  1.187  0.367  1.554
H  -0.649  -0.926  -0.423
H  -1.537  2.334  0.770
H  -2.533  0.885  0.877
H  -4.338  2.113  0.603
H  -4.074  4.690  0.629
H  -3.191  3.760  1.819
H  -2.290  4.362  0.456
H  -3.206  2.822  -2.157
H  -5.552  1.247  -0.889
H  -4.252  0.556  -1.946
H  -5.488  1.664  -2.595
H  -5.486  3.832  -2.611
H  -5.694  4.039  -0.849
H  -4.328  4.804  -1.754
H  1.222  0.850  -3.344
H  0.403  -1.351  -3.307
C  0.564  -2.355  -6.831
Cl  -1.035  -2.337  -7.565
Cl  1.805  -1.963  -8.011
Cl  0.618  -1.210  -5.458
H  0.756  -3.348  -6.444
C  2.683  -5.695  -5.028
Cl  1.840  -4.377  -4.191
Cl  3.826  -6.487  -3.951
Cl  1.504  -6.838  -5.659
H  3.235  -5.275  -5.860
C  4.934  0.308  2.259
Cl  5.436  -0.431  3.781
Cl  5.058  2.066  2.348
Cl  5.887  -0.327  0.915
H  3.897  0.053  2.084
C  -3.007  -5.085  -5.888
Cl  -3.663  -5.356  -4.272
Cl  -1.503  -5.986  -6.108
Cl  -4.185  -5.522  -7.123
H  -2.785  -4.030  -5.991
C  0.986  -5.862  -0.297
Cl  2.411  -6.578  0.444
Cl  1.167  -4.096  -0.391
Cl  0.692  -6.530  -1.898
H  0.130  -6.080  0.329
C  -0.204  4.391  3.533
Cl  0.044  3.271  2.173
Cl  -0.646  5.987  2.943
Cl  -1.429  3.752  4.620
H  0.730  4.473  4.075
C  -4.028  3.034  7.401
Cl  -2.583  2.252  8.039
Cl  -3.897  4.788  7.521
Cl  -4.293  2.541  5.723
H  -4.881  2.716  7.988
C  4.971  -3.628  3.636
Cl  4.304  -3.806  5.262
Cl  6.526  -4.445  3.506
Cl  3.838  -4.251  2.431
H  5.124  -2.573  3.449
C  2.592  -6.619  7.210
Cl  3.451  -8.116  7.566
Cl  1.436  -6.861  5.896
Cl  1.778  -6.008  8.652
H  3.318  -5.880  6.894
C  -6.447  3.508  -5.563
Cl  -5.958  5.200  -5.479
Cl  -5.039  2.445  -5.450
Cl  -7.619  3.133  -4.297
H  -6.922  3.338  -6.521
C  7.134  1.927  -1.784
Cl  5.559  1.891  -2.591
Cl  8.416  2.315  -2.924
Cl  7.104  3.075  -0.448
H  7.324  0.941  -1.380
C  0.049  -0.893  7.846
Cl  -1.545  -0.908  7.091
Cl  1.290  -0.428  6.674
Cl  0.072  0.192  9.237
H  0.270  -1.894  8.192

Properties
- LUMO level (eV) = -4.007
- total charge = +1
- E_HOMO (eV) = -11.7522
- 2S+1 = 1

=====

[9]
Computed, not measured: a molecular structure, C43H53BFeN8O2S2, with ωB97M-V/def2-TZVPD.

Geometry (Å):
Fe  -0.129  0.855  1.226
C  3.207  -1.544  -1.198
C  2.580  -0.624  -0.199
O  1.125  -0.437  -0.316
C  3.303  0.129  0.715
C  4.680  -0.172  0.976
C  5.468  0.577  1.847
C  4.948  1.654  2.538
C  3.595  1.981  2.305
C  2.788  1.285  1.433
O  1.546  1.730  1.182
H  2.667  -1.574  -2.152
H  3.325  -2.601  -0.911
H  4.212  -1.169  -1.430
H  5.123  -1.042  0.503
H  6.505  0.286  1.996
H  5.555  2.240  3.218
H  3.150  2.844  2.795
S  -1.532  2.656  0.292
C  -3.035  2.093  0.949
C  -4.125  3.031  0.944
N  -4.978  3.807  0.963
C  -3.249  0.835  1.440
S  -2.042  -0.423  1.537
C  -4.558  0.478  1.908
N  -5.602  0.169  2.288
C  -3.588  -3.386  -0.620
C  -2.425  -3.722  -1.561
C  -2.921  -4.544  -2.752
C  -1.332  -4.409  -0.751
C  -1.621  -5.684  -0.289
C  -0.818  -6.283  0.659
C  0.169  -5.512  1.238
C  0.498  -4.213  0.832
C  1.403  -3.509  1.855
C  0.893  -2.128  2.260
C  2.909  -3.513  1.582
C  -0.151  -3.729  -0.337
N  0.281  -2.682  -1.235
B  0.511  -1.219  -1.242
N  0.232  -0.779  -2.606
C  0.178  -1.936  -3.385
C  0.213  -3.025  -2.606
C  0.033  0.543  -3.136
C  -1.247  0.996  -3.522
C  -1.365  2.304  -3.994
C  -0.285  3.160  -4.078
C  0.959  2.703  -3.699
C  1.139  1.404  -3.237
C  2.544  0.954  -2.911
C  3.348  1.989  -2.125
C  3.266  0.540  -4.196
C  -2.575  0.250  -3.413
C  -2.758  -0.964  -4.326
C  -2.933  -0.056  -1.961
H  -4.378  -2.865  -1.166
H  -3.255  -2.736  0.191
H  -4.013  -4.294  -0.184
H  -2.051  -2.778  -1.938
H  -3.531  -5.390  -2.425
H  -2.094  -4.936  -3.347
H  -3.542  -3.924  -3.403
H  -2.508  -6.190  -0.651
H  -1.006  -7.293  1.004
H  0.712  -5.915  2.085
H  1.267  -4.135  2.740
H  0.667  -1.528  1.384
H  1.652  -1.596  2.838
H  -0.015  -2.204  2.861
H  3.200  -2.628  1.026
H  3.221  -4.414  1.048
H  3.442  -3.480  2.535
H  0.163  -1.889  -4.461
H  0.195  -4.058  -2.908
H  -2.349  2.667  -4.265
H  -0.422  4.182  -4.412
H  1.814  3.366  -3.744
H  2.477  0.087  -2.270
H  3.679  2.819  -2.759
H  4.232  1.516  -1.695
H  2.760  2.383  -1.294
H  3.375  1.395  -4.871
H  2.713  -0.240  -4.725
H  4.262  0.155  -3.964
H  -3.311  0.979  -3.765
H  -2.195  -1.827  -3.987
H  -2.454  -0.737  -5.352
H  -3.815  -1.242  -4.338
H  -2.205  -0.714  -1.489
H  -3.914  -0.535  -1.898
H  -2.959  0.861  -1.372
C  -2.355  4.979  5.567
C  -1.293  5.681  4.726
C  -1.730  5.779  3.266
C  0.073  5.003  4.880
N  0.041  3.598  4.526
C  0.006  3.028  3.322
N  -0.134  1.737  3.484
N  -0.159  1.520  4.813
N  -0.058  2.627  5.453
H  -3.288  5.545  5.553
H  -2.035  4.860  6.604
H  -2.567  3.985  5.169
H  -1.152  6.697  5.113
H  -1.923  4.797  2.830
H  -0.975  6.273  2.651
H  -2.658  6.347  3.184
H  0.410  5.048  5.915
H  0.818  5.490  4.249
H  0.079  3.536  2.375

Properties
- relative energy (zero: lowest compared OMol25 entry of this formula, charge and spin) (kcal per mole) = 27.16
- LUMO level (spin up / spin down) (eV) = 4.202 / 4.202
- total charge = -2
- E_HOMO (spin up / spin down) (eV) = 0.3281 / 0.2997
- 2S+1 = 5

=====

[10]
Computed, not measured: a gas-phase ion, C4H9N3 (charge +2), with ωB97M-V/def2-TZVPD.

Geometry (Å):
C  -0.351  1.680  0.114
C  -1.350  -0.384  -0.015
C  1.098  -0.114  -0.393
C  2.153  -0.847  0.264
N  -1.450  0.938  0.177
N  0.838  1.201  -0.127
N  -2.269  -1.267  -0.155
H  -0.612  2.674  0.217
H  0.574  -0.518  -1.266
H  1.574  -1.805  0.494
H  2.751  -0.503  1.049
H  2.976  -1.012  -0.540
H  -2.283  1.487  0.294
H  1.470  1.845  0.517
H  -2.006  -2.304  0.009
H  -3.114  -1.070  -0.638

Properties
- relative energy (zero: lowest compared OMol25 entry of this formula, charge and spin) (kcal per mole) = 67.28
- LUMO level (spin up / spin down) (eV) = -10.278 / -10.278
- total charge = +2
- E_HOMO (spin up / spin down) (eV) = -18.7892 / -18.7887
- 2S+1 = 1

=====

[11]
Computed, not measured: a single C14H18N2O5 molecule, with ωB97M-V/def2-TZVPD.

Geometry (Å):
C  1.979  -0.779  -2.355
C  1.352  -0.942  -0.948
C  1.158  0.110  -3.245
C  -0.351  -0.248  -3.413
C  -0.993  0.696  -4.430
C  0.934  0.057  1.240
C  1.296  -1.346  1.833
C  -0.590  0.377  1.108
C  -1.116  0.917  2.423
C  -0.777  2.226  2.865
C  -2.006  0.172  3.228
C  -1.312  2.757  4.020
C  -2.378  0.637  4.491
C  -2.119  1.957  4.850
H  1.434  -2.801  -2.702
H  2.191  -2.035  -3.927
H  2.949  -0.423  -2.145
H  1.650  0.089  -4.237
H  1.167  1.140  -2.908
H  -0.486  -1.288  -3.705
H  -0.846  -0.075  -2.458
H  -2.680  -0.141  -4.113
H  2.192  0.846  -0.259
H  1.380  0.845  1.901
H  -0.637  1.144  0.325
H  -1.175  -0.533  0.786
H  -0.150  2.817  2.249
H  -2.204  -0.869  2.973
H  -1.011  3.749  4.355
H  -2.965  0.006  5.155
H  -2.536  2.376  5.784
H  0.783  -2.629  3.103
N  2.222  -2.133  -2.938
N  1.535  0.088  -0.046
O  0.502  -1.792  -0.657
O  -0.410  1.541  -5.058
O  -2.298  0.480  -4.738
O  2.315  -1.897  1.561
O  0.413  -1.765  2.731

Properties
- SMILES string = N[C@@H](CCC(=O)O)C(=O)N[C@@H](Cc1ccccc1)C(=O)O
- relative energy (zero: lowest compared OMol25 entry of this formula, charge and spin) (kcal per mole) = 28.60
- LUMO level (eV) = 0.399
- E_HOMO (eV) = -9.1482
- 2S+1 = 1

=====

[12]
Computed, not measured: a molecular structure, C4H5NOS, with ωB97M-V/def2-TZVPD.

Geometry (Å):
C  -0.832  -1.126  0.124
C  -0.320  1.237  -0.116
C  0.368  0.046  -0.171
C  1.825  -0.115  0.056
N  -1.612  1.239  0.082
O  -3.519  -0.541  0.165
S  -2.195  -0.214  -0.383
H  -0.563  -2.205  0.014
H  0.120  2.137  -0.174
H  2.288  -0.429  -0.768
H  2.075  -0.810  0.813
H  2.366  0.783  0.357

Properties
- relative energy (zero: lowest compared OMol25 entry of this formula, charge and spin) (kcal per mole) = 103.57
- LUMO level (spin up / spin down) (eV) = -1.287 / -1.286
- E_HOMO (spin up / spin down) (eV) = -9.2023 / -9.2048
- 2S+1 = 1

=====

Energy for the records above, in order: -8127.441, -8865.852, -83168.439, -11102.150, -11252.850, -17378.264, -22107.367, -508323.956, -118204.041, -8742.833, -28028.617, -18597.428 eV